3 unconnected molecules or ions with the total composition C4H11NO2 in a non-equilibrium geometry, computed with ωB97M-V with the def2-TZVPD basis set.

Structure (ORCA input):
```
! wB97M-V def2-TZVPD RIJCOSX def2/J DEFGRID3
* xyz 0 1
C 0.018 3.121 -0.214
C -0.426 1.890 0.069
C 0.193 0.995 1.026
C -0.251 -0.271 1.187
N 0.294 -1.254 1.971
H -0.483 3.786 -0.902
H 0.916 3.510 0.246
H -1.320 1.521 -0.428
H 1.051 1.340 1.593
H -1.104 -0.553 0.592
H 0.233 -2.164 1.525
H 1.192 -1.043 2.386
O -0.378 -2.697 -0.703
H -0.920 -3.273 -1.227
H -0.163 -1.970 -1.303
O 0.345 -0.532 -2.348
H 0.425 0.228 -1.748
H 1.176 -0.529 -2.826
*
```

Computed properties:
largest force on an atom = 1.146 eV Å⁻¹
lowest unoccupied orbital energy = 0.7588 eV
relative energy (zero: lowest compared OMol25 entry of this formula, charge and spin) = 1.441 eV
electronic energy = -364.21523 Eh
SMILES = C=C/C=C/N.O.O

---

C22H30N4O4 in the gas phase, computed with ωB97M-V with the def2-TZVPD basis set.

Structure (ORCA input):
```
! wB97M-V def2-TZVPD RIJCOSX def2/J DEFGRID3
* xyz 0 1
C -4.171 -3.264 -1.108
C -4.180 -1.767 -1.415
N -4.677 -0.999 -0.294
C -6.080 -0.657 -0.276
C -6.342 0.611 -1.111
N -5.532 1.699 -0.646
C -5.779 2.532 0.383
C -4.681 3.349 0.509
C -3.809 2.917 -0.496
N -4.333 1.918 -1.181
C -3.911 -0.609 0.758
O -4.387 -0.074 1.743
C -2.445 -0.873 0.641
C -1.661 -0.101 -0.205
C -0.290 -0.286 -0.267
C 0.317 -1.260 0.520
O 1.645 -1.557 0.533
C 2.550 -0.817 -0.271
C 3.845 -1.640 -0.303
C 5.062 -0.761 -0.562
N 5.223 0.202 0.509
C 6.359 0.869 0.784
O 6.443 1.666 1.700
C 7.580 0.556 -0.082
O 7.285 0.685 -1.453
C 8.417 0.519 -2.268
C 4.022 0.541 1.253
C 2.825 0.580 0.314
C -0.473 -2.027 1.379
C -1.835 -1.828 1.447
H -5.164 -3.605 -0.826
H -3.488 -3.473 -0.289
H -3.847 -3.822 -1.983
H -4.824 -1.568 -2.274
H -3.171 -1.439 -1.666
H -6.351 -0.465 0.766
H -6.676 -1.487 -0.663
H -7.398 0.884 -1.044
H -6.076 0.435 -2.156
H -6.694 2.487 0.937
H -4.526 4.136 1.218
H -2.836 3.294 -0.744
H -2.128 0.662 -0.811
H 0.288 0.340 -0.928
H 2.145 -0.725 -1.288
H 3.947 -2.140 0.661
H 3.779 -2.409 -1.071
H 4.952 -0.243 -1.523
H 5.953 -1.389 -0.623
H 8.369 1.261 0.213
H 7.934 -0.465 0.145
H 8.082 0.645 -3.295
H 8.853 -0.480 -2.144
H 9.185 1.268 -2.039
H 4.195 1.515 1.717
H 3.850 -0.191 2.050
H 1.947 0.923 0.864
H 3.023 1.288 -0.492
H 0.013 -2.771 1.991
H -2.434 -2.414 2.128
*
```

Computed properties:
largest force on an atom = 0.819 eV Å⁻¹
lowest unoccupied orbital energy = 0.6399 eV
relative energy (zero: lowest compared OMol25 entry of this formula, charge and spin) = 3.740 eV
electronic energy = -1376.29891 Eh
SMILES = CCN(CCn1cccn1)C(=O)c1ccc(OC2CCN(C(=O)COC)CC2)cc1